1.
# C2H3BrFN

An isolated molecule of C2H3BrFN (wB97M-V/def2-TZVPD, the Open Molecules 2025 dataset).

XYZ file:
```
8
Properties=species:S:1:pos:R:3
C 0.647 -0.204 -0.443
C -0.627 0.286 0.006
N 0.476 0.139 0.874
F -1.076 1.726 -0.092
Br -2.211 -0.757 -0.153
H 0.899 -1.162 -0.926
H 1.267 0.527 -0.980
H 0.626 -0.554 1.714
```

Values from the calculation:
M: 140.0 g mol⁻¹
Multiplicity: 3
Relative energy (zero: lowest compared OMol25 entry of this formula, charge and spin): 227.2 kJ/mol
HOMO (spin up / spin down): -4.9 / -10.4 eV

---

2.
# C2H3BrI2

C2H3BrI2 as an isolated structure (wB97M-V/def2-TZVPD, the Open Molecules 2025 dataset).

XYZ file:
```
8
Properties=species:S:1:pos:R:3
C 0.341 -0.575 0.603
C -0.232 0.446 -0.404
Br -0.287 -0.346 -2.230
I -2.342 0.921 -0.093
I 0.979 2.300 -0.475
H 0.874 -0.263 1.458
H -0.342 -1.247 1.075
H 1.009 -1.236 0.068
```

Values from the calculation:
M: 360.8 g mol⁻¹
Relative energy (zero: lowest compared OMol25 entry of this formula, charge and spin): 22.1 kJ/mol
HOMO: -9.4 eV

---

Among the records above, which one has the highest relative energy (zero: lowest compared OMol25 entry of this formula, charge and spin)?
C2H3BrFN

---

The highest M belongs to which entry?
C2H3BrI2